1.
# C9H15F5N2O4ScSeTe

A structure of composition C9H15F5N2O4ScSeTe in a non-equilibrium geometry (ωB97M-V with the def2-TZVPD basis set, OMol25).

For the strongest force on any atom, the calculation gives 3.6 eV/A. As for the charge: +1. The value obtained for the energy is -127671.6924 eV.

Each line ends with the natural charge from an NBO analysis.
Cartesian coordinates (Å):
Sc 0.860 0.286 -0.397  1.7118
C 2.588 4.083 -0.313  -0.6398
C 1.532 3.216 0.346  0.1608
C 1.167 3.678 1.748  -0.6414
O 2.053 1.819 0.411  -0.7825
C 0.233 3.212 -0.499  0.7825
O -0.329 4.219 -0.769  -0.4853
O -0.145 1.971 -0.879  -0.8620
H 3.435 4.237 0.358  0.2233
H 2.159 5.053 -0.559  0.2677
H 2.941 3.627 -1.239  0.2275
H 2.062 3.850 2.349  0.2247
H 0.531 2.944 2.245  0.2354
H 0.619 4.616 1.680  0.2652
H 2.877 1.892 0.909  0.5312
F -0.569 -0.322 -1.473  -0.6480
Te -1.872 0.867 0.091  3.3534
F -2.238 2.640 0.553  -0.5714
F -2.698 1.266 -1.529  -0.5329
F -3.042 0.625 1.538  -0.5877
F -2.614 -0.851 -0.270  -0.5960
O -0.460 0.274 1.068  -1.0720
C -0.101 -3.049 -2.777  -0.4076
N -0.554 -3.259 -1.415  -0.3213
C -1.743 -3.874 -1.103  -0.0423
C -1.813 -3.957 0.243  -0.0359
N -0.666 -3.389 0.743  -0.3277
C -0.336 -3.287 2.155  -0.4140
C 0.086 -2.951 -0.277  0.3041
Se 1.775 -2.087 -0.110  -0.2251
H 0.224 -3.994 -3.209  0.2282
H 0.727 -2.351 -2.796  0.2354
H -0.922 -2.648 -3.366  0.2349
H -2.431 -4.197 -1.862  0.2508
H -2.583 -4.360 0.876  0.2505
H -0.600 -4.217 2.653  0.2313
H -0.882 -2.464 2.613  0.2326
H 0.730 -3.116 2.265  0.2413

---

2.
# C9H15FN2

The molecule C9H15FN2 in a non-equilibrium geometry (ωB97M-V with the def2-TZVPD basis set, OMol25).

For the strongest force on any atom, the calculation gives 6.6 eV/A. As for the charge: 0. Its structure (SMILES) is CC(C)(F)[C@@H](C#N)N1CCCC1. The value obtained for the energy is -15271.5953 eV.

Each line ends with the natural charge from an NBO analysis.
Cartesian coordinates (Å):
C -3.216 0.006 0.427  -0.6606
C -1.787 0.625 0.067  0.3947
C -1.684 0.760 -1.425  -0.6832
F -1.564 1.843 0.734  -0.3747
C -0.601 -0.405 0.601  -0.1804
C -0.998 -1.767 0.184  0.2733
N -1.329 -2.845 -0.052  -0.3148
N 0.590 -0.037 -0.118  -0.4531
C 1.562 -1.109 -0.346  -0.2177
C 2.848 -0.642 0.354  -0.4039
C 2.805 0.820 0.189  -0.4110
C 1.307 1.098 0.574  -0.2267
H -3.047 -1.117 0.249  0.2371
H -3.493 0.230 1.521  0.2304
H -3.968 0.339 -0.293  0.2209
H -0.582 1.094 -1.777  0.2490
H -1.812 -0.180 -1.953  0.2354
H -2.518 1.429 -1.814  0.2295
H -0.411 -0.392 1.736  0.2242
H 1.638 -1.173 -1.439  0.1968
H 1.144 -1.942 0.110  0.1990
H 3.805 -0.999 -0.254  0.2109
H 2.783 -0.966 1.293  0.1967
H 3.653 1.275 0.684  0.2283
H 2.889 1.036 -0.979  0.1966
H 1.130 0.945 1.645  0.1778
H 0.858 2.072 0.083  0.2258

---

3.
# C9H15FNS

The ion C9H15FNS with charge +1 in a non-equilibrium geometry (ωB97M-V with the def2-TZVPD basis set, OMol25).

For the strongest force on any atom, the calculation gives 4.6 eV/A. As for the charge: +1. Its structure (SMILES) is CC[C@](C)(F)[C@@H]([NH3+])c1cccs1. The value obtained for the energy is -24610.3052 eV.

Each line ends with the natural charge from an NBO analysis.
Cartesian coordinates (Å):
C -2.694 -1.581 0.300  -0.6044
C -1.774 -0.704 -0.548  -0.5128
C -1.137 0.459 0.099  0.5040
C -0.765 0.294 1.526  -0.7239
F -2.078 1.653 -0.005  -0.4429
C 0.269 1.019 -0.991  -0.1115
N 0.367 2.506 -0.832  -0.6802
C 1.317 0.166 -0.419  -0.2364
C 1.769 -1.030 -0.867  -0.2535
C 2.935 -1.450 -0.151  -0.2186
C 3.436 -0.453 0.688  -0.3936
S 2.452 0.935 0.693  0.4063
H -3.370 -1.098 0.944  0.2221
H -3.242 -2.270 -0.315  0.2390
H -2.079 -2.203 1.031  0.2088
H -1.085 -1.451 -0.863  0.2356
H -2.174 -0.221 -1.498  0.2366
H -0.388 1.203 1.847  0.2225
H -0.190 -0.661 1.508  0.2558
H -1.552 0.161 2.309  0.2763
H 0.139 0.724 -2.048  0.2590
H 0.834 2.855 0.043  0.4558
H -0.489 2.937 -0.744  0.4490
H 0.753 2.969 -1.701  0.4571
H 1.136 -1.788 -1.263  0.2393
H 3.304 -2.445 -0.088  0.2452
H 4.308 -0.528 1.345  0.2655

---

4.
# C9H15FO15S3

A cluster of 4 separate species, C9H15FO15S3 in total in a non-equilibrium geometry (ωB97M-V with the def2-TZVPD basis set, OMol25).

For the strongest force on any atom, the calculation gives 6.4 eV/A. As for the charge: 0. Its structure (SMILES) is O=C1OC[C@@H](F)O1.O=S1(=O)OCCO1.O=S1(=O)OCCO1.O=S1(=O)OCCO1. The value obtained for the energy is -75505.4066 eV.

Each line ends with the natural charge from an NBO analysis.
Cartesian coordinates (Å):
O 3.451 0.478 1.086  -0.5903
C 2.391 0.383 0.367  0.9628
O 1.773 -0.797 0.115  -0.4632
C 0.685 -0.512 -0.785  -0.1419
C 0.507 0.997 -0.711  0.4341
F -0.501 1.346 0.089  -0.3376
O 1.657 1.404 -0.089  -0.4884
H 1.095 -1.006 -1.666  0.2163
H -0.240 -0.977 -0.444  0.2239
H 0.333 1.574 -1.619  0.1863
O -1.097 -3.652 1.814  -0.8578
S -1.886 -2.692 2.627  2.4131
O -1.651 -2.738 4.105  -0.8067
O -1.662 -1.170 1.944  -0.7093
C -2.735 -0.740 1.029  -0.0851
C -3.604 -1.961 0.940  -0.1207
O -3.482 -2.474 2.198  -0.6582
H -3.299 0.053 1.520  0.2008
H -2.255 -0.399 0.112  0.2096
H -3.276 -2.689 0.198  0.1881
H -4.627 -1.818 0.591  0.2244
O -3.133 -1.686 -3.999  -0.8436
S -1.829 -1.143 -3.575  2.4545
O -1.729 0.136 -2.853  -0.8689
O -0.959 -2.294 -2.822  -0.6813
C -0.508 -3.213 -3.852  -0.1253
C 0.012 -2.409 -4.936  -0.1042
O -0.611 -1.115 -4.712  -0.6833
H 0.226 -3.914 -3.454  0.2271
H -1.361 -3.767 -4.243  0.2067
H -0.299 -2.549 -5.971  0.2191
H 1.099 -2.480 -4.908  0.2031
O 3.345 5.966 4.484  -0.8414
S 3.233 4.567 4.040  2.4446
O 4.073 3.514 4.621  -0.8534
O 1.661 4.118 3.787  -0.6594
C 1.538 3.192 2.829  -0.1109
C 2.506 3.679 1.801  -0.1259
O 3.373 4.591 2.390  -0.6738
H 1.852 2.197 3.144  0.1917
H 0.516 3.076 2.469  0.2112
H 2.186 4.012 0.814  0.1986
H 3.231 2.914 1.522  0.2141

---

5.
# C9H15FeO9

A structure of composition C9H15FeO9 in a non-equilibrium geometry (ωB97M-V with the def2-TZVPD basis set, OMol25).

For the strongest force on any atom, the calculation gives 1.6 eV/A. As for the expectation value of S²: 8.76. As for the charge: 0. As for the spin multiplicity: 6. The value obtained for the energy is -62393.6296 eV.

Each line ends with the natural charge from an NBO analysis.
Cartesian coordinates (Å):
Fe 0.539 0.129 -0.840  1.9535
C -0.030 2.002 -4.255  -0.7182
C 0.238 1.348 -2.938  0.7886
O -0.350 1.710 -1.876  -0.7159
O 1.094 0.420 -2.791  -0.7295
H -0.992 1.689 -4.660  0.2455
H 0.721 1.659 -4.965  0.2345
H -0.022 3.083 -4.154  0.2425
C -1.695 -3.219 -1.345  -0.7172
C -0.829 -2.006 -1.218  0.7797
O 0.393 -2.030 -0.910  -0.7108
O -1.310 -0.838 -1.381  -0.7582
H -1.099 -4.084 -1.636  0.2388
H -2.449 -3.112 -2.122  0.2387
H -2.175 -3.374 -0.380  0.2281
C 4.173 1.219 0.229  -0.7172
C 2.768 0.760 0.021  0.7778
O 2.483 -0.430 -0.283  -0.7080
O 1.790 1.571 0.059  -0.7325
H 4.220 1.906 1.075  0.2338
H 4.532 1.704 -0.674  0.2468
H 4.796 0.369 0.503  0.2333
C -2.560 -1.247 1.821  -0.2731
O -1.827 -0.413 2.720  -0.4999
C -0.749 0.173 2.244  1.0485
O -0.368 0.086 1.106  -0.7050
O -0.109 0.892 3.138  -0.4696
C -0.658 1.049 4.448  -0.2552
H -2.061 -2.209 1.700  0.1912
H -2.545 -0.795 0.823  0.2287
H -3.573 -1.343 2.187  0.2048
H -1.604 1.582 4.369  0.1940
H 0.059 1.642 5.007  0.2061
H -0.800 0.109 4.976  0.1956

---

6.
# C9H15IO4

A cluster of 2 separate species, C9H15IO4 in total in a non-equilibrium geometry (ωB97M-V with the def2-TZVPD basis set, OMol25).

For the strongest force on any atom, the calculation gives 4.5 eV/A. As for the charge: 0. The value obtained for the energy is -25862.0325 eV.

Each line ends with the natural charge from an NBO analysis.
Cartesian coordinates (Å):
C 0.957 -0.351 1.288  0.7195
C -3.080 -0.977 0.322  -0.4863
C -2.367 -1.643 1.529  -0.0987
C -2.602 0.495 0.358  -0.0711
C -0.491 -0.471 0.844  0.5927
C 3.842 1.003 0.444  -0.6228
C 0.931 -0.165 -1.913  -0.7250
C 2.673 1.191 1.453  -0.0903
C 0.808 -1.394 -1.057  -0.4380
O 1.509 -1.177 1.913  -0.5885
O -0.988 -1.624 1.384  -0.4625
O -1.198 0.580 0.440  -0.4775
O 1.449 0.810 0.767  -0.5337
I -0.604 -2.812 -1.670  0.0961
H -2.723 -1.625 -0.579  0.2457
H -4.224 -0.950 0.482  0.2292
H -2.808 -1.367 2.451  0.1804
H -2.762 -2.689 1.624  0.2010
H -2.890 1.005 -0.614  0.2015
H -3.050 0.992 1.168  0.1870
H 3.732 1.702 -0.325  0.2034
H 4.754 1.292 0.926  0.2122
H 3.777 -0.069 -0.067  0.2177
H 0.230 -0.286 -2.778  0.2191
H 1.951 -0.011 -2.330  0.2176
H 0.643 0.641 -1.158  0.2543
H 2.438 2.240 1.585  0.1918
H 2.963 0.610 2.361  0.2164
H 1.735 -1.962 -0.761  0.2089